(1)
A molecular structure, C9H11CoNO5. Source: the OMol25 dataset; level of theory: ωB97M-V/def2-TZVPD.

The geometry in ORCA input format:
```
! RIJCOSX wB97M-V def2-TZVPD def2/J DEFGRID3
* xyz 2 4
Co 1.863 -0.546 0.233
O 0.494 -0.459 2.785
C 1.080 -0.517 1.792
C 1.337 -0.109 -1.383
O 1.024 0.200 -2.450
C 0.919 -2.010 0.004
O 0.268 -2.956 -0.118
C 2.162 1.160 0.524
O 2.228 2.294 0.734
C 3.831 -1.420 1.103
H 4.169 -0.651 1.812
H 3.525 -2.381 1.544
C 4.042 -1.293 -0.256
H 3.888 -2.140 -0.933
H 4.535 -0.408 -0.675
C -3.457 0.078 -1.315
N -2.810 0.923 -0.330
C -3.525 2.045 0.244
C -1.540 0.635 -0.004
O -0.949 -0.337 -0.529
H -4.474 0.451 -1.455
H -3.481 -0.969 -0.970
H -2.909 0.103 -2.271
H -3.573 1.952 1.336
H -3.019 2.989 0.009
H -4.537 2.052 -0.174
H -1.090 1.315 0.741
*
```

Summary:
energy above the lowest of the compared OMol25 structures with the same formula, charge and spin	9.2	kcal/mol
LUMO energy (spin up / spin down)	-7.7 / -12.2	eV
orbital gap (spin up / spin down)	6.7 / 5.3	eV
HOMO level (spin up / spin down)	-14.42 / -17.50	eV
E_tot	-2162.4356	Eh
strongest force on any atom	9.3	eV/A

***

(2)
A single C9H11FN2O3 molecule. Source: the OMol25 dataset; level of theory: ωB97M-V/def2-TZVPD.

The geometry in ORCA input format:
```
! RIJCOSX wB97M-V def2-TZVPD def2/J DEFGRID3
* xyz 0 1
C -1.530 2.501 -0.458
C -2.413 1.316 0.011
O -1.663 0.408 0.876
C -0.729 -0.416 0.393
O -0.371 -0.474 -0.751
C 0.083 -1.111 1.539
C 1.215 -1.993 0.895
C 2.217 -1.102 0.195
C 2.473 -1.265 -1.156
C 3.471 -0.446 -1.743
N 3.939 0.637 -1.064
C 3.584 0.806 0.161
F 4.331 1.651 0.854
N 2.715 -0.123 0.991
O 2.492 0.073 2.179
H -2.008 3.473 -0.748
H -0.745 2.805 0.193
H -0.901 2.091 -1.302
H -2.874 0.690 -0.845
H -3.025 1.579 0.827
H 0.419 -0.332 2.062
H -0.633 -1.601 2.122
H 0.891 -2.781 0.276
H 1.509 -2.632 1.789
H 1.904 -2.138 -1.512
H 3.865 -0.538 -2.772
*
```

Summary:
energy above the lowest of the compared OMol25 structures with the same formula, charge and spin	47.0	kcal/mol
LUMO energy (spin up / spin down)	0.2 / 0.2	eV
structure (SMILES)	CCOC(=O)CCc1ccnc(F)[n+]1[O-]
orbital gap (spin up / spin down)	8.8 / 8.9	eV
HOMO level (spin up / spin down)	-8.68 / -8.68	eV
E_tot	-784.5225	Eh
strongest force on any atom	6.0	eV/A

***

(3)
2 unconnected molecules or ions with the total composition C9H11IO4. Source: the OMol25 dataset; level of theory: ωB97M-V/def2-TZVPD.

The geometry in ORCA input format:
```
! RIJCOSX wB97M-V def2-TZVPD def2/J DEFGRID3
* xyz -2 1
C 4.259 0.216 -0.771
C 3.344 0.928 -1.605
C 2.006 1.466 -2.452
C 1.079 2.261 -1.321
C 1.396 1.780 0.250
O 2.021 2.511 1.177
O 0.779 0.423 0.349
C -0.253 0.261 -0.728
C -0.518 1.774 -1.309
I -1.400 2.774 0.463
H 4.832 -0.130 0.217
H 1.428 0.569 -2.934
H 2.352 2.199 -3.299
H 1.049 3.437 -1.497
H -0.025 -0.569 -1.553
H -1.223 -0.192 -0.231
H -1.130 1.920 -2.296
O -2.583 -1.732 0.710
C -2.327 -2.838 1.422
C -2.671 -2.568 2.963
O -2.399 -3.669 3.678
H -1.289 -3.214 1.410
H -2.888 -3.750 1.149
H -3.715 -2.209 2.974
H -2.125 -1.648 3.233
*
```

Summary:
LUMO energy	4.2	eV
orbital gap	2.0	eV
HOMO level	2.19	eV
E_tot	-947.7374	Eh
strongest force on any atom	9.8	eV/A

***

(4)
A molecular structure, C9H11InN2O3. Source: the OMol25 dataset; level of theory: ωB97M-V/def2-TZVPD.

The geometry in ORCA input format:
```
! RIJCOSX wB97M-V def2-TZVPD def2/J DEFGRID3
* xyz 2 1
In 10.110 5.965 1.744
O 14.226 3.434 2.890
C 13.028 3.875 2.459
O 12.684 5.021 2.811
O 12.288 3.175 1.770
H 14.513 4.164 3.444
N 16.070 7.223 5.192
C 17.364 7.781 5.068
C 18.158 6.915 4.347
C 17.389 5.757 4.133
C 16.112 6.022 4.623
H 15.223 7.638 5.553
H 17.584 8.783 5.405
H 19.163 6.982 3.956
H 17.735 4.832 3.696
H 15.222 5.412 4.645
N 14.540 1.282 0.456
C 13.830 1.544 -0.703
C 13.606 0.309 -1.387
C 14.166 -0.721 -0.561
C 14.652 -0.057 0.599
H 14.771 1.945 1.181
H 13.626 2.567 -0.982
H 13.085 0.215 -2.328
H 14.441 -1.752 -0.728
H 15.331 -0.368 1.380
*
```

Summary:
energy above the lowest of the compared OMol25 structures with the same formula, charge and spin	0.0	kcal/mol
LUMO energy	-11.8	eV
orbital gap	1.9	eV
HOMO level	-13.66	eV
E_tot	-874.1529	Eh
strongest force on any atom	2.4	eV/A

***

(5)
A single C9H11N molecule. Source: the OMol25 dataset; level of theory: ωB97M-V/def2-TZVPD.

The geometry in ORCA input format:
```
! RIJCOSX wB97M-V def2-TZVPD def2/J DEFGRID3
* xyz 0 1
C 2.114 -1.146 1.003
C 1.662 -1.456 -0.261
C 1.984 0.271 1.207
C 1.084 -0.226 -0.838
C -0.374 -0.450 -1.173
C -3.560 -0.018 0.674
C -1.116 -0.658 0.234
C -2.349 -0.401 0.409
C 1.094 2.084 -0.153
N 1.339 0.820 0.153
H 2.468 -1.737 1.696
H 1.304 -2.384 -0.625
H 2.332 0.813 1.964
H 1.533 0.024 -1.718
H -0.577 -1.239 -1.886
H -0.717 0.322 -1.774
H -3.873 0.992 0.656
H -4.325 -0.640 0.982
H -0.497 -0.727 1.068
H 1.650 2.744 0.448
H 0.972 2.175 -1.174
*
```

Summary:
energy above the lowest of the compared OMol25 structures with the same formula, charge and spin	104.8	kcal/mol
LUMO energy (spin up / spin down)	0.5 / 0.6	eV
orbital gap (spin up / spin down)	7.2 / 7.1	eV
HOMO level (spin up / spin down)	-6.64 / -6.52	eV
E_tot	-404.0830	Eh
strongest force on any atom	6.1	eV/A

***

(6)
A gas-phase ion, C9H11N2O (charge +1). Source: the OMol25 dataset; level of theory: ωB97M-V/def2-TZVPD.

The geometry in ORCA input format:
```
! RIJCOSX wB97M-V def2-TZVPD def2/J DEFGRID3
* xyz 1 1
O -3.894 -3.888 0.623
C -2.897 -3.187 0.493
C -2.175 -2.624 1.706
C -1.194 -1.727 1.569
C -0.627 -1.501 0.169
C 0.356 -0.528 0.008
C 1.132 0.235 1.055
C 2.482 0.524 0.502
C 2.310 0.205 -1.026
N 0.848 0.018 -1.279
C -1.423 -2.151 -0.907
N -2.505 -2.893 -0.790
H -2.455 -2.854 2.693
H -0.747 -1.428 2.498
H 1.106 -0.264 2.021
H 0.643 1.235 1.335
H 2.873 1.528 0.839
H 3.359 -0.098 0.894
H 2.811 0.906 -1.762
H 2.767 -0.694 -1.126
H 0.470 0.924 -1.407
H 0.670 -0.511 -2.134
H -1.267 -1.730 -1.848
*
```

Summary:
energy above the lowest of the compared OMol25 structures with the same formula, charge and spin	63.8	kcal/mol
LUMO energy	-5.2	eV
structure (SMILES)	O=C1C=C/C(=C2\CCC[NH2+]2)C=N1
orbital gap	8.1	eV
HOMO level	-13.29	eV
E_tot	-533.9507	Eh
strongest force on any atom	4.3	eV/A

***

(7)
2 unconnected molecules or ions with the total composition C9H11N2OS. Source: the OMol25 dataset; level of theory: ωB97M-V/def2-TZVPD.

The geometry in ORCA input format:
```
! RIJCOSX wB97M-V def2-TZVPD def2/J DEFGRID3
* xyz -1 1
S 5.681 -1.875 1.062
C 4.907 -1.325 -0.222
N 4.361 -0.887 -1.176
C 3.313 -1.887 -1.775
C 2.019 -1.679 -1.214
C 1.166 -2.786 -0.975
C -0.098 -2.643 -0.458
C -0.542 -1.346 -0.178
C 0.331 -0.314 -0.459
N 1.564 -0.424 -0.951
H 3.642 -2.903 -1.558
H 1.536 -3.774 -1.212
H -0.723 -3.501 -0.268
H -1.513 -1.150 0.243
H -0.021 0.692 -0.261
C -3.706 2.952 0.736
C -2.469 2.844 1.612
O -1.384 2.241 0.922
H -4.005 1.965 0.382
H -4.540 3.397 1.284
H -3.503 3.569 -0.142
H -2.670 2.214 2.478
H -2.171 3.835 1.974
H -1.176 2.785 0.157
*
```

Summary:
LUMO energy	2.8	eV
orbital gap	5.2	eV
HOMO level	-2.43	eV
E_tot	-932.4447	Eh
strongest force on any atom	1.6	eV/A

***

(8)
A gas-phase ion, C9H11N2OS (charge +1). Source: the OMol25 dataset; level of theory: ωB97M-V/def2-TZVPD.

The geometry in ORCA input format:
```
! RIJCOSX wB97M-V def2-TZVPD def2/J DEFGRID3
* xyz 1 3
C 2.450 -1.752 0.256
C 1.222 -2.202 0.748
C 2.611 -0.430 -0.094
C 0.167 -1.360 0.653
C 1.545 0.386 -0.182
C 0.302 -0.097 0.125
C -1.196 1.726 0.378
C -1.672 -0.058 -1.226
C -2.424 -1.181 -0.670
N -0.848 0.607 -0.263
N -0.458 2.408 1.237
O -3.940 0.419 0.503
S -3.716 -1.039 0.362
H 3.350 -2.312 0.224
H 1.156 -3.144 1.077
H 3.535 -0.049 -0.383
H -0.782 -1.647 0.978
H 1.666 1.410 -0.663
H -0.966 -0.252 -2.038
H -2.338 0.716 -1.664
H -2.258 1.903 0.267
H -1.967 -2.222 -0.844
H 0.513 2.120 1.473
H -0.845 3.232 1.676
*
```

Summary:
energy above the lowest of the compared OMol25 structures with the same formula, charge and spin	0.0	kcal/mol
LUMO energy (spin up / spin down)	-3.3 / -6.2	eV
orbital gap (spin up / spin down)	7.7 / 7.1	eV
HOMO level (spin up / spin down)	-10.99 / -13.22	eV
E_tot	-932.1078	Eh
strongest force on any atom	5.7	eV/A